This record from the OMol25 dataset describes a molecular structure, ClMg at a distorted geometry. The level of theory is ωB97M-V/def2-TZVPD.

CARTESIAN COORDINATES (ANGSTROEM)
Mg -0.25180 -0.86539 0.78673
Cl 0.25180 0.86539 -0.78673

Force components x, y, z for each atom (eV/Å):
Mg 0.559 1.925 -1.751
Cl -0.559 -1.925 1.751

Summary:
Gap between HOMO and LUMO   0.261 Eh
Total charge   +1
E_LUMO   -8.426 eV
Energy relative to the best compared isomer or geometry (same formula, charge and spin)   0.450 eV
HOMO energy   -15.54 eV

=====

This record from the OMol25 dataset describes 2 unconnected molecules or ions with the total composition C22H46BN5O6 at a distorted geometry. The level of theory is ωB97M-V/def2-TZVPD.

CARTESIAN COORDINATES (ANGSTROEM)
H -1.19525 1.01493 0.66205
H -1.50783 0.09019 2.35950
C 1.67460 -6.69677 0.39057
B -3.32119 2.59042 -3.13181
C 1.69895 4.16773 2.59043
C 1.30440 0.86924 0.49538
H 2.23523 0.14112 0.42537
H 1.19634 -6.02263 -1.57635
O -4.09902 1.71646 -4.07993
C -4.28889 1.18694 -1.17476
C -3.06785 3.31181 -0.66971
H 0.68935 -2.33435 2.05607
H 0.75663 -7.27825 0.24517
H 0.96329 3.21113 0.22606
C -0.82701 0.15533 1.40149
H -1.11073 -4.65392 1.26832
C 1.81273 2.44366 0.48170
O -5.71553 1.21143 -1.55530
H 2.39304 -5.57956 2.06531
H -0.93037 2.16270 -2.80490
C 4.15681 -4.82703 -0.21326
C 0.25021 3.69274 3.26253
C -0.98007 3.03103 -3.59217
C 1.04495 -3.34825 2.26899
H 4.12898 -5.21730 0.80836
H -4.26738 1.05933 0.00706
O -2.35530 3.51971 -3.78920
N -2.31815 4.60718 -0.89011
H 3.60719 3.31323 1.67595
H 4.78332 -5.51123 -0.80055
C 1.03252 -4.25468 1.00419
C -0.42283 -4.30320 0.48910
C 2.09165 -6.09398 -0.94516
H -0.34656 3.95686 -3.18570
H -3.70700 0.23113 -1.59054
H -0.28761 2.84626 2.65315
C 2.75472 -4.69597 -0.85060
H 0.66532 0.69131 -0.47263
H 3.49038 -3.25629 -2.36221
H 2.43278 -7.41546 0.72597
H -0.53337 -4.97309 -0.36850
C 2.51748 2.88203 1.90163
H -2.93483 5.69590 3.51542
O 2.31034 -2.49798 -0.02786
H -5.51542 -0.22802 -2.81602
H 2.63956 2.52202 -0.35961
H 0.72393 -6.06061 2.20464
C 2.93406 -4.19977 -2.31109
H -2.02026 5.11561 -1.75128
H -0.53034 5.51661 4.56569
C 1.46176 -5.66338 1.49154
H -0.76461 -3.31181 0.17451
O 0.59007 0.48856 1.74041
H 1.46945 4.98372 1.75355
H 2.75196 -6.80086 -1.46459
N -3.52054 2.44437 -1.63323
N -1.95095 5.25210 0.29721
N -3.14285 3.29780 0.84110
H 4.68205 -3.86645 -0.18276
C -0.67027 5.03869 3.50379
H 2.45300 4.58390 3.41712
H -0.64526 1.32518 -5.09765
H -0.30257 5.84838 2.71217
H 2.66145 1.98731 2.65545
C -0.33255 2.45805 -5.01025
N 1.82530 -3.79171 -0.15024
H 0.54754 3.23398 4.32344
H -0.77474 -0.85225 0.78760
H -3.39109 1.04334 -4.38035
H -0.74195 3.00234 -5.96392
C -2.43775 4.49260 1.51695
H 0.83004 2.52079 -4.88510
C -2.27773 4.78318 3.12326
H -1.40492 6.14130 0.29757
O -6.09145 0.03285 -2.03864
H 1.96300 -4.04545 -2.79720
H 0.38257 -3.75340 3.04525
H -2.71163 3.83321 3.69927
H 3.48752 -4.93342 -2.91059
H 2.04920 -3.27860 2.70351

Atoms 1-2, force components in eV/Å:
H 0.315 -1.733 1.647
H 1.627 0.113 -1.902

Summary:
Gap between HOMO and LUMO   0.060 Eh
E_LUMO   -1.878 eV
HOMO energy   -3.51 eV